Entry from OMol25: 2 unconnected molecules or ions with the total composition C33H39N3O3 in a non-equilibrium geometry (ωB97M-V with the def2-TZVPD basis set).

Summary:
Calculated total energy, eV: -45462.577
HOMO level, eV: -5.8
2S+1: 1
Charge: 0
Kohn-Sham gap, eV: 3.278

Bonds (Å) are listed after each position.
Atoms and positions in Å:
1 C 4.02256 -0.61514 -0.43159  C2 1.467, H10 1.092, H11 1.091, H12 1.090
2 C 3.28910 -0.30113 -1.66289  C1 1.467, C3 1.411, C8 1.442
3 C 3.07370 1.04903 -2.01077  C2 1.411, O4 1.225, C5 1.494
4 O 3.52725 1.97370 -1.34749  C3 1.225
5 C 2.26744 1.32301 -3.23794  C3 1.494, C6 1.527, H13 1.094, H14 1.096
6 C 2.42532 0.17576 -4.23360  C5 1.527, O7 1.426, H15 1.097, H16 1.097
7 O 2.16210 -1.11192 -3.67933  C6 1.426, C8 1.380
8 C 2.76393 -1.37695 -2.46642  C2 1.442, O7 1.380, O9 1.229
9 O 2.87062 -2.52286 -2.03492  C8 1.229
10 H 4.11578 -1.69681 -0.31786  C1 1.092
11 H 5.01966 -0.17303 -0.46100  C1 1.091
12 H 3.49076 -0.21372 0.43168  C1 1.090
13 H 1.21647 1.43931 -2.95674  C5 1.094
14 H 2.58562 2.27968 -3.66865  C5 1.096
15 H 1.75216 0.28304 -5.09287  C6 1.097
16 H 3.44384 0.14368 -4.63973  C6 1.097
17 C 1.27336 -7.43189 2.52524  N18 1.461, H47 1.087, H48 1.088, H49 1.087
18 N 1.58563 -6.75292 1.26983  C17 1.461, C19 1.466, C20 1.421
19 C 2.80729 -7.22740 0.61349  N18 1.466, H50 1.088, H51 1.089, H52 1.088
20 C 1.10083 -5.44333 1.00489  N18 1.421, C21 1.403, C46 1.400
21 C 0.69899 -5.06480 -0.28461  C20 1.403, C22 1.369, H53 1.075
22 C 0.29786 -3.78244 -0.54814  C21 1.369, C23 1.405, H54 1.077
23 C 0.28842 -2.80096 0.45696  C22 1.405, C24 1.434, C45 1.407
24 C -0.16755 -1.47810 0.14510  C23 1.434, C25 1.366, H55 1.076
25 C -0.33267 -0.46046 1.04126  C24 1.366, C26 1.414, H56 1.074
26 C -0.91948 0.79006 0.73973  C25 1.414, C27 1.470, C36 1.474
27 C -0.97233 1.82556 1.78156  C26 1.470, C28 1.403, C35 1.406
28 C 0.16695 2.17241 2.52375  C27 1.403, C29 1.369, H57 1.075
29 C 0.11261 3.13529 3.49490  C28 1.369, C30 1.404, H58 1.077
30 C -1.09523 3.78590 3.79431  C29 1.404, N31 1.434, C34 1.406
31 N -1.14158 4.80648 4.80125  C30 1.434, C32 1.465, C33 1.466
32 C -0.62584 6.14496 4.50521  N31 1.465, H59 1.088, H60 1.087, H61 1.087
33 C -1.23155 4.45629 6.22236  N31 1.466, H62 1.088, H63 1.087, H64 1.087
34 C -2.24378 3.43235 3.06507  C30 1.406, C35 1.370, H65 1.078
35 C -2.17659 2.49055 2.07254  C27 1.406, C34 1.370, H66 1.076
36 C -1.54925 1.05342 -0.56707  C26 1.474, C37 1.405, C44 1.405
37 C -2.56382 0.22752 -1.07852  C36 1.405, C38 1.369, H67 1.075
38 C -3.16115 0.50213 -2.27981  C37 1.369, C39 1.405, H68 1.077
39 C -2.76010 1.61009 -3.04497  C38 1.405, N40 1.434, C43 1.402
40 N -3.34260 1.87827 -4.32761  C39 1.434, C41 1.466, C42 1.466
41 C -4.40669 2.87856 -4.45562  N40 1.466, H69 1.088, H70 1.088, H71 1.087
42 C -2.56570 1.63284 -5.54661  N40 1.466, H72 1.088, H73 1.087, H74 1.088
43 C -1.75354 2.44188 -2.53469  C39 1.402, C44 1.368, H75 1.077
44 C -1.17851 2.17966 -1.32157  C36 1.405, C43 1.368, H76 1.075
45 C 0.70409 -3.18437 1.74491  C23 1.407, C46 1.368, H77 1.074
46 C 1.08998 -4.47006 2.01110  C20 1.400, C45 1.368, H78 1.075
47 H 0.34842 -7.04458 2.94578  C17 1.087
48 H 1.14773 -8.49923 2.35652  C17 1.088
49 H 2.07310 -7.28827 3.24705  C17 1.087
50 H 3.06617 -6.57324 -0.21663  C19 1.088
51 H 3.63371 -7.21840 1.32225  C19 1.089
52 H 2.67863 -8.24115 0.23998  C19 1.088
53 H 0.68495 -5.80172 -1.06687  C21 1.075
54 H -0.02379 -3.50476 -1.53741  C22 1.077
55 H -0.45098 -1.28833 -0.87510  C24 1.076
56 H -0.03975 -0.62636 2.06080  C25 1.074
57 H 1.09732 1.69180 2.28240  C28 1.075
58 H 0.99943 3.41000 4.04057  C29 1.077
59 H -0.44369 6.24256 3.43668  C32 1.088
60 H -1.34731 6.90119 4.80327  C32 1.087
61 H 0.30801 6.32558 5.03162  C32 1.087
62 H -1.45674 3.39749 6.33296  C33 1.088
63 H -0.29336 4.66400 6.73140  C33 1.087
64 H -2.02067 5.02995 6.70207  C33 1.087
65 H -3.18216 3.90431 3.30775  C34 1.078
66 H -3.06248 2.20958 1.52996  C35 1.076
67 H -2.89851 -0.59960 -0.47819  C37 1.075
68 H -3.95046 -0.12974 -2.64951  C38 1.077
69 H -4.79924 3.13042 -3.47263  C41 1.088
70 H -4.02892 3.78798 -4.91717  C41 1.088
71 H -5.21951 2.49071 -5.06442  C41 1.087
72 H -1.70108 1.01300 -5.31690  C42 1.088
73 H -3.17448 1.11533 -6.28419  C42 1.087
74 H -2.21416 2.56734 -5.97794  C42 1.088
75 H -1.44341 3.29095 -3.11948  C43 1.077
76 H -0.41834 2.83250 -0.93328  C44 1.075
77 H 0.73252 -2.45422 2.53153  C45 1.074
78 H 1.43471 -4.73824 2.99300  C46 1.075